# 1
{"formula": "C24H24N3NaO2S", "method": "ωB97M-V/def2-TZVPD", "spin_multiplicity": 1, "e_homo_ha": -0.251, "species": ["C", "N", "C", "C", "C", "C", "C", "C", "C", "C", "O", "N", "C", "C", "S", "N", "C", "C", "O", "C", "C", "H", "H", "H", "H", "H", "H", "H", "H", "H", "H", "H", "H", "H", "H", "H", "H", "H", "C", "Na", "C", "C", "C", "C", "C", "C", "C", "C", "H", "H", "H", "H", "H", "H", "H"], "xyz": [[-5.736, 0.983, 1.376], [-4.523, 1.604, 0.859], [-4.768, 2.925, 0.281], [-3.294, 0.976, 0.769], [-2.162, 1.665, 0.224], [-0.889, 1.089, 0.226], [-0.646, -0.181, 0.735], [0.710, -0.826, 0.564], [1.785, -0.281, 1.357], [3.042, -0.961, 1.284], [3.180, -2.192, 0.943], [4.186, -0.246, 1.655], [5.420, -1.042, 1.693], [4.305, 1.112, 1.258], [5.723, 1.935, 0.856], [3.088, 1.784, 1.286], [3.043, 3.268, 1.182], [1.920, 1.118, 1.771], [1.173, 1.703, 2.527], [-1.737, -0.868, 1.284], [-3.028, -0.323, 1.319], [-5.996, 0.070, 0.819], [-5.730, 0.742, 2.460], [-6.565, 1.698, 1.216], [-4.248, 3.746, 0.817], [-4.468, 2.953, -0.785], [-5.853, 3.129, 0.344], [-2.259, 2.762, 0.026], [-0.033, 1.706, -0.077], [0.721, -1.917, 0.774], [6.185, -0.457, 2.200], [5.198, -1.965, 2.233], [5.736, -1.276, 0.677], [1.976, 3.534, 1.139], [3.503, 3.760, 2.054], [3.566, 3.628, 0.283], [-1.499, -1.788, 1.825], [-3.789, -0.805, 1.981], [0.607, 0.040, -3.212], [2.499, -3.955, -0.503], [1.218, 0.338, -1.999], [1.157, -0.869, -1.083], [0.280, -1.827, -1.820], [-0.030, -1.253, -3.110], [-0.667, -2.096, -4.029], [-1.197, -3.303, -3.609], [-1.004, -3.790, -2.298], [-0.354, -2.964, -1.360], [0.599, 0.620, -4.135], [1.824, 1.232, -1.699], [2.328, -1.417, -0.948], [-0.832, -1.715, -5.047], [-1.783, -3.874, -4.312], [-1.392, -4.754, -1.992], [-0.491, -3.177, -0.279]]}

---

# 2
{"formula": "C5H31NO10", "method": "ωB97M-V/def2-TZVPD", "relative_energy_kj_mol": 249.8, "spin_multiplicity": 1, "e_homo_ha": -0.350, "smiles": "CCNCCCO.O.O.O.O.O.O.O.O.O", "species": ["C", "C", "N", "C", "C", "C", "O", "H", "H", "H", "H", "H", "H", "H", "H", "H", "H", "H", "H", "H", "O", "H", "H", "O", "H", "H", "O", "H", "H", "O", "H", "H", "O", "H", "H", "O", "H", "H", "O", "H", "H", "O", "H", "H", "O", "H", "H"], "xyz": [[-1.877, -0.350, 0.540], [-1.749, -0.349, -1.118], [-0.524, 0.319, -1.511], [0.680, -0.198, -0.866], [0.842, -1.703, -1.189], [1.266, -2.498, 0.058], [0.267, -3.225, 0.733], [-1.163, -1.123, 0.761], [-2.903, -0.627, 0.691], [-1.598, 0.679, 0.809], [-1.817, -1.365, -1.465], [-2.667, -0.021, -1.550], [-0.450, 0.431, -2.508], [0.671, 0.125, 0.188], [1.612, 0.292, -1.229], [1.635, -1.805, -1.931], [-0.046, -2.132, -1.669], [2.051, -3.251, -0.063], [1.811, -1.748, 0.705], [-0.591, -2.756, 0.692], [1.412, -2.152, 2.804], [1.027, -3.035, 2.498], [1.136, -2.105, 3.719], [-0.317, 3.038, 2.683], [0.136, 3.522, 1.945], [-1.231, 3.293, 2.788], [-1.143, 3.351, -0.969], [-2.010, 3.743, -0.830], [-1.274, 2.377, -1.076], [2.583, 1.526, 1.486], [2.486, 0.793, 2.090], [2.357, 2.370, 1.883], [-1.504, -1.506, -4.281], [-0.909, -2.238, -4.075], [-1.816, -1.136, -3.436], [2.132, 2.554, -0.912], [1.313, 2.392, -1.383], [2.112, 1.918, -0.172], [-1.777, -3.594, -1.587], [-1.166, -3.740, -0.866], [-1.313, -3.945, -2.365], [-0.158, 0.561, 3.428], [-0.359, 1.508, 3.304], [0.489, 0.386, 2.749], [0.765, 3.988, 0.555], [1.559, 3.721, 0.003], [0.015, 3.711, -0.060]]}

---

# 3
{"formula": "C63H64FN14O4S", "method": "ωB97M-V/def2-TZVPD", "spin_multiplicity": 1, "e_homo_ha": -0.187, "charge": -1, "species": ["C", "S", "O", "O", "N", "C", "O", "N", "C", "O", "F", "H", "H", "H", "H", "N", "C", "C", "C", "C", "C", "H", "H", "H", "H", "H", "N", "C", "C", "C", "C", "C", "H", "H", "H", "H", "H", "N", "C", "C", "C", "C", "C", "H", "H", "H", "H", "H", "N", "C", "C", "C", "C", "C", "H", "H", "H", "H", "H", "N", "C", "C", "C", "C", "C", "H", "H", "H", "H", "H", "N", "C", "C", "C", "C", "C", "H", "H", "H", "H", "H", "N", "C", "C", "C", "C", "C", "H", "H", "H", "H", "H", "N", "C", "C", "C", "C", "C", "H", "H", "H", "H", "H", "N", "C", "C", "C", "C", "C", "H", "H", "H", "H", "H", "N", "C", "C", "C", "C", "C", "H", "H", "H", "H", "H", "N", "C", "C", "C", "C", "C", "H", "H", "H", "H", "H", "N", "C", "C", "C", "C", "C", "H", "H", "H", "H", "H"], "xyz": [[-0.081, -0.537, -1.313], [-0.034, -1.759, -2.602], [0.988, -2.694, -2.162], [-1.381, -2.287, -2.733], [0.437, -1.025, -3.915], [0.799, 0.249, -4.013], [0.222, 1.304, -3.774], [2.183, 0.437, -4.545], [2.845, -0.433, -5.352], [4.009, -0.633, -5.428], [1.972, -0.919, -6.277], [-0.856, -0.859, -0.620], [-0.337, 0.458, -1.676], [0.883, -0.521, -0.795], [2.804, 0.782, -3.809], [4.101, 1.645, -2.383], [4.259, 2.897, -1.960], [5.458, 3.585, -2.047], [6.558, 2.932, -2.590], [6.407, 1.623, -3.023], [5.159, 1.028, -2.901], [3.382, 3.374, -1.540], [5.527, 4.606, -1.702], [7.505, 3.447, -2.674], [7.228, 1.074, -3.465], [4.977, 0.016, -3.245], [-1.616, -0.825, 1.822], [-2.474, -1.840, 1.848], [-3.549, -1.904, 2.724], [-3.746, -0.856, 3.608], [-2.858, 0.211, 3.583], [-1.811, 0.176, 2.674], [-2.286, -2.637, 1.135], [-4.224, -2.750, 2.712], [-4.581, -0.873, 4.298], [-2.970, 1.053, 4.254], [-1.090, 0.986, 2.624], [1.372, -1.223, 4.769], [1.906, -1.549, 5.942], [1.416, -2.560, 6.757], [0.303, -3.271, 6.331], [-0.260, -2.942, 5.110], [0.308, -1.917, 4.364], [2.773, -0.972, 6.247], [1.897, -2.781, 7.701], [-0.110, -4.073, 6.928], [-1.123, -3.473, 4.730], [-0.105, -1.640, 3.404], [8.065, 5.066, -0.576], [8.734, 4.659, 0.500], [8.912, 5.447, 1.630], [8.354, 6.717, 1.653], [7.631, 7.136, 0.547], [7.525, 6.280, -0.538], [9.152, 3.660, 0.453], [9.472, 5.066, 2.474], [8.465, 7.355, 2.520], [7.154, 8.106, 0.506], [6.971, 6.583, -1.421], [0.738, 3.565, 0.590], [0.371, 4.833, 0.770], [-0.479, 5.511, -0.090], [-0.974, 4.831, -1.195], [-0.607, 3.509, -1.386], [0.251, 2.918, -0.468], [0.768, 5.309, 1.659], [-0.747, 6.540, 0.109], [-1.644, 5.322, -1.890], [-0.975, 2.933, -2.224], [0.553, 1.885, -0.588], [1.818, 7.145, 3.327], [1.821, 8.450, 3.576], [2.899, 9.278, 3.308], [4.034, 8.718, 2.742], [4.038, 7.361, 2.458], [2.905, 6.615, 2.769], [0.918, 8.853, 4.022], [2.848, 10.333, 3.539], [4.898, 9.331, 2.519], [4.897, 6.883, 2.006], [2.873, 5.545, 2.593], [-6.269, -3.500, 4.275], [-5.709, -3.824, 5.438], [-6.168, -4.857, 6.245], [-7.262, -5.593, 5.818], [-7.847, -5.268, 4.604], [-7.316, -4.214, 3.875], [-4.851, -3.232, 5.737], [-5.672, -5.077, 7.180], [-7.646, -6.411, 6.415], [-8.697, -5.819, 4.223], [-7.748, -3.932, 2.921], [-1.775, -0.677, -8.294], [-0.756, -1.378, -7.797], [-0.527, -2.713, -8.097], [-1.401, -3.354, -8.958], [-2.467, -2.635, -9.483], [-2.608, -1.305, -9.121], [-0.097, -0.847, -7.125], [0.317, -3.224, -7.654], [-1.259, -4.396, -9.214], [-3.177, -3.095, -10.157], [-3.432, -0.713, -9.509], [-6.763, -9.354, 2.687], [-6.727, -8.023, 2.696], [-6.830, -7.244, 1.553], [-6.976, -7.879, 0.330], [-7.018, -9.264, 0.306], [-6.908, -9.952, 1.506], [-6.598, -7.559, 3.666], [-6.785, -6.166, 1.623], [-7.051, -7.307, -0.585], [-7.127, -9.806, -0.624], [-6.935, -11.036, 1.521], [-3.406, 3.119, -0.688], [-3.159, 2.863, 0.594], [-3.003, 3.853, 1.554], [-3.099, 5.178, 1.161], [-3.348, 5.456, -0.173], [-3.495, 4.393, -1.054], [-3.075, 1.816, 0.862], [-2.801, 3.585, 2.583], [-2.974, 5.979, 1.879], [-3.423, 6.475, -0.530], [-3.688, 4.573, -2.106], [0.207, -6.634, 5.887], [1.495, -6.654, 6.215], [2.243, -7.820, 6.304], [1.618, -9.028, 6.039], [0.275, -9.018, 5.695], [-0.382, -7.799, 5.631], [1.952, -5.689, 6.409], [3.290, -7.775, 6.569], [2.168, -9.958, 6.095], [-0.255, -9.935, 5.474], [-1.431, -7.754, 5.356], [2.405, 2.803, -10.350], [1.436, 1.890, -10.304], [0.775, 1.524, -9.141], [1.147, 2.132, -7.952], [2.160, 3.078, -7.981], [2.751, 3.378, -9.200], [1.174, 1.428, -11.250], [-0.004, 0.774, -9.144], [0.665, 1.863, -7.020], [2.492, 3.570, -7.077], [3.547, 4.113, -9.256]]}

---

# 4
{"formula": "C3H3Cl2O2", "method": "ωB97M-V/def2-TZVPD", "relative_energy_kj_mol": 0.0, "spin_multiplicity": 3, "e_homo_ha": [0.007, -0.236], "charge": -1, "s2": 2.0082, "species": ["C", "C", "C", "O", "O", "Cl", "Cl", "H", "H", "H"], "xyz": [[0.041, -2.425, 1.533], [0.029, -0.099, 0.087], [-0.774, -0.867, 1.297], [1.193, -2.404, 1.260], [-0.706, -3.324, 1.886], [-0.665, 0.068, 2.855], [-2.468, -1.154, 1.021], [-0.009, 0.963, 0.287], [1.030, -0.505, 0.070], [-0.697, -0.315, -0.738]]}

---

no.,electronic energy (eV)
1,-49093.0095
2,-27651.7015
3,-108972.8498
4,-32296.3683